one:
C3H3NOS | ωB97M-V/def2-TZVPD

Results
- E_HOMO (hartree) = -0.33828
- charge = 0

Each line ends with the Löwdin charge.
Cartesian coordinates (Å):
S  -3.21260  -1.02385  0.03632  0.78
O  -2.08512  2.42284  -0.01887  0.12
N  -0.21362  1.03198  0.07423  0.09
C  -1.87625  -0.11038  -0.06373  -0.68
C  -0.41627  -0.38564  -0.04778  -0.20
C  -1.53678  1.37577  -0.06441  -0.50
H  -0.11568  -1.17065  0.74352  0.15
H  0.03169  -0.64101  -0.97889  0.10
H  0.61572  1.41003  0.44976  0.14

two:
C3H3NOS | ωB97M-V/def2-TZVPD

Results
- E_HOMO (hartree) = -0.34279
- charge = 0

Each line ends with the Löwdin charge.
Cartesian coordinates (Å):
S  -1.50652  2.00422  0.26078  0.80
O  1.49498  1.75830  0.21626  0.12
N  -1.59774  -0.64111  -0.23020  0.12
C  1.32081  0.62218  0.30149  -0.37
C  0.99838  -0.57381  0.05660  -0.03
C  -1.60231  0.51516  -0.15908  -0.88
H  -1.43142  -1.21963  -0.99515  0.09
H  2.02274  -1.21451  0.19004  0.14
H  0.30107  -1.25079  0.35924  0.01

Each structure's energy above the most stable one, in kJ/mol: one 0.0; two 125.1.

one:
C2H4NP | ωB97M-V/def2-TZVPD

Results
- E_HOMO (hartree) = -0.32438
- charge = 0

Each line ends with the Löwdin charge.
Cartesian coordinates (Å):
P  1.75215  0.48926  0.01916  0.89
N  1.22548  -1.09591  0.28830  -0.27
C  0.38041  -0.36828  -0.64481  -0.62
C  -0.24567  0.69861  0.16931  -0.26
H  0.81286  -1.23535  1.18035  0.03
H  -0.76628  0.42114  1.06835  0.04
H  0.06588  -0.39401  -1.80432  0.15
H  -0.78560  1.52894  -0.22607  0.04

two:
C2H4NP | ωB97M-V/def2-TZVPD

Results
- E_HOMO (spin up / spin down) (hartree) = -0.27660 / -0.27659
- charge = 0

Each line ends with the Löwdin charge.
Cartesian coordinates (Å):
P  0.01146  -0.30713  -1.27809  0.80
N  -0.75689  -1.18307  0.07641  -0.22
C  0.94931  0.67305  -0.20481  -0.33
C  -1.28251  0.01943  -0.13516  -0.32
H  1.60069  1.41426  -0.54932  -0.05
H  1.48602  0.26532  0.60858  -0.02
H  -0.38947  -1.61303  0.89583  0.08
H  -1.61861  0.73117  0.58656  0.06

Each structure's energy above the most stable one, in kJ/mol: one 0.0; two 157.4.

one:
C8H12Cl2OSi | ωB97M-V/def2-TZVPD

Results
- E_HOMO (hartree) = -0.33232
- charge = 0

Each line ends with the Löwdin charge.
Cartesian coordinates (Å):
Cl  2.77993  2.45870  -4.59735  0.60
Cl  -1.95396  3.34756  -1.33830  0.71
Si  -0.95290  -0.88116  -0.12967  0.63
O  -2.33657  1.17191  -2.68936  0.03
C  0.59588  1.77047  0.05927  -0.12
C  -0.19968  0.75853  -0.65618  -0.28
C  -2.71554  -0.53517  0.48369  -0.20
C  -1.73651  1.73338  -1.84791  -0.74
C  1.17949  1.05504  -1.14018  -0.29
C  0.10532  -1.62761  1.27871  -0.20
C  1.42086  1.79439  -2.38365  -0.16
C  2.48998  1.59215  -3.13997  -0.58
H  -0.94391  -1.77731  -1.29288  -0.01
H  3.25916  0.87292  -2.90440  0.07
H  -3.30489  -0.05511  -0.29183  0.01
H  0.33938  2.81330  -0.06030  0.08
H  -3.22216  -1.45635  0.75327  0.02
H  0.96673  -1.00762  1.50781  0.01
H  1.91772  0.28274  -0.94554  0.14
H  0.67828  2.52729  -2.66399  0.10
H  0.47948  -2.61081  1.01130  0.02
H  -0.46952  -1.73686  2.19346  0.02
H  0.97376  1.53122  1.04408  0.10
H  -2.72307  0.11292  1.35467  0.03

two:
C8H12Cl2OSi | ωB97M-V/def2-TZVPD

Results
- E_HOMO (hartree) = -0.33683
- charge = 0

Each line ends with the Löwdin charge.
Cartesian coordinates (Å):
Cl  -3.46856  -2.90678  0.02863  0.22
Cl  5.77316  -1.55188  0.16824  0.60
Si  -2.82908  -0.98048  0.47449  0.20
O  0.66624  0.87875  1.98504  0.14
C  1.60239  0.57315  -1.69453  -0.01
C  1.75697  0.75995  -0.20555  -0.20
C  2.93296  1.04411  -1.03590  -0.24
C  4.14837  0.17067  -0.94005  -0.17
C  -3.59593  -0.57177  2.19102  -0.27
C  -3.62907  0.24062  -0.83498  -0.24
C  4.56812  -0.32652  0.21970  -0.56
C  1.23995  0.85359  0.95157  -0.14
H  -2.96228  -0.91253  3.02220  0.01
H  1.65835  -0.44438  -2.15393  0.12
H  4.50671  0.07473  1.31331  0.12
H  -4.15785  1.09818  -0.24429  0.06
H  1.02764  1.26239  -2.28434  0.09
H  4.52022  -0.28191  -1.76902  0.06
H  3.22273  2.17869  -1.16864  0.17
H  -4.36464  -0.14816  -1.43118  -0.04
H  -2.83093  0.66563  -1.49892  0.02
H  -4.67103  -1.09766  2.21427  0.07
H  -3.72737  0.52693  2.48259  0.04
H  -1.38708  -1.10535  0.21029  -0.05

Each structure's energy above the most stable one, in kJ/mol: one 14.8; two 0.0.

one:
CHF3O2S | ωB97M-V/def2-TZVPD

Results
- E_HOMO (spin up / spin down) (hartree) = -0.44425 / -0.44429
- charge = 0

Each line ends with the Löwdin charge.
Cartesian coordinates (Å):
S  -0.02640  -0.17614  -0.98813  0.77
F  1.34115  1.18050  1.00134  -0.39
F  -1.30210  0.61668  1.61885  0.18
F  0.00128  -1.13434  1.51517  0.21
O  -1.15959  0.34495  -1.70270  -0.33
O  0.37892  -1.54236  -1.15162  -0.31
C  -0.35544  -0.04542  0.95283  -0.28
H  1.12218  0.75613  -1.24574  0.17

two:
CHF3O2S | ωB97M-V/def2-TZVPD

Results
- E_HOMO (hartree) = -0.43214
- charge = 0

Each line ends with the Löwdin charge.
Cartesian coordinates (Å):
S  -0.25312  -0.89258  -0.00756  0.73
F  -3.08493  -0.88038  0.27136  0.15
F  -2.36992  0.48063  -1.18307  0.14
F  -1.84360  0.96278  0.86904  0.07
O  -0.22712  -1.65663  -1.18669  -0.30
O  0.09288  -1.54590  1.18482  -0.29
C  -2.06625  -0.06150  -0.00660  -0.61
H  0.32760  0.40045  -0.03867  0.11

Each structure's energy above the most stable one, in kJ/mol: one 269.5; two 0.0.

one:
C5H24N2O6 | ωB97M-V/def2-TZVPD

Results
- E_HOMO (hartree) = -0.32165
- charge = 0

Each line ends with the Löwdin charge.
Cartesian coordinates (Å):
O  -2.87576  0.66288  -0.03021  -0.06
O  3.49674  -2.19475  1.22592  -0.05
O  0.30480  -3.73561  1.28105  -0.05
O  -1.26446  3.29419  1.57453  -0.05
O  -4.18093  0.39999  2.36178  -0.08
O  -0.95966  2.22525  -1.04112  -0.08
N  1.07671  1.04081  -1.64956  -0.01
N  -0.13790  -0.11748  1.49066  0.01
C  -0.04843  1.82203  -2.06093  -0.25
C  1.03744  0.09653  0.65779  -0.21
C  1.76194  -1.34713  -1.33743  -0.22
C  0.88347  -0.15521  -0.86823  -0.33
C  1.72007  -1.59813  -2.81764  -0.11
H  1.84766  -2.65076  -3.11052  0.07
H  1.79499  -0.54555  1.10013  0.08
H  1.31682  -2.19193  -0.80250  0.09
H  1.32831  1.13724  0.80304  0.11
H  -3.81145  0.68019  1.51095  -0.03
H  -0.62352  1.23082  -2.78081  0.13
H  -0.89476  0.55717  1.51139  0.04
H  1.02500  -3.81992  0.65719  0.02
H  3.75289  -2.10782  2.14598  0.05
H  2.41254  -1.02263  -3.42151  0.07
H  0.12336  -2.81024  1.49469  0.01
H  1.89398  1.58256  -1.45816  0.12
H  -0.10851  -0.58148  -1.04642  0.13
H  2.73638  -1.25971  -0.86249  0.08
H  -0.45101  2.64631  -0.35653  0.06
H  0.37962  2.66189  -2.53547  0.11
H  -0.70467  -0.91731  1.22513  0.05
H  4.12935  -1.78221  0.64086  0.03
H  -2.51576  1.34526  -0.61271  0.02
H  -1.87282  3.04082  2.28210  0.05
H  -3.85857  -0.48614  2.51000  0.02
H  -2.51507  -0.14922  -0.41231  0.06
H  -1.88856  3.27008  0.82884  0.03
H  0.72735  -1.42449  -3.25277  0.07

two:
C5H24N2O6 | ωB97M-V/def2-TZVPD

Results
- E_HOMO (hartree) = -0.33953
- charge = 0

Each line ends with the Löwdin charge.
Cartesian coordinates (Å):
O  -3.72232  0.33355  -0.26991  -0.07
O  -3.41091  -2.22540  -1.39243  -0.10
O  2.49127  2.73337  -0.38735  -0.10
O  -2.50899  -0.10808  2.35658  -0.06
O  2.98091  -1.32286  -1.86515  -0.08
O  4.21728  0.57214  -0.26171  -0.08
N  -0.79324  0.44313  -0.50270  -0.04
N  0.64900  0.09687  -2.45255  0.02
C  -0.34609  0.73686  3.05322  -0.05
C  0.70460  -0.92354  0.96930  -0.04
C  -0.69484  -0.37301  0.71838  -0.33
C  -0.59634  -0.29477  -1.75652  -0.25
C  -1.28333  0.48132  1.89043  -0.37
H  0.53556  1.29508  2.73438  0.08
H  4.31972  0.15199  0.60074  0.05
H  3.41328  -1.41212  -2.72040  0.06
H  -0.85905  1.30392  3.82846  0.09
H  -2.33493  -0.92866  2.82313  0.10
H  3.00899  3.53834  -0.33616  0.02
H  -1.46246  -0.09317  -2.38411  0.11
H  1.42773  -0.13092  1.16028  0.07
H  0.46624  0.31424  -3.41205  0.08
H  0.01177  -0.19363  3.50225  0.08
H  -1.39599  -1.19943  0.59678  0.14
H  0.72730  -1.60497  1.81962  0.08
H  1.02893  -1.45153  0.07291  0.07
H  -4.25586  -2.45744  -1.79369  0.03
H  -0.14079  1.22104  -0.45471  0.11
H  1.05673  0.95051  -2.06756  0.08
H  -3.55568  -1.34085  -0.97187  -0.01
H  2.08389  -0.97827  -2.06902  -0.01
H  -2.84582  0.68280  -0.51820  0.02
H  3.14253  1.98498  -0.30694  -0.01
H  -3.65874  0.23544  0.69701  0.03
H  -1.63961  1.44439  1.51810  0.14
H  3.79031  -0.11657  -0.84175  0.02
H  -0.55106  -1.36476  -1.57678  0.11

Each structure's energy above the most stable one, in kJ/mol: one 144.7; two 0.0.

one:
C8H13N2O2P | ωB97M-V/def2-TZVPD

Results
- E_HOMO (hartree) = -0.33615
- charge = 0

Each line ends with the Löwdin charge.
Cartesian coordinates (Å):
P  -2.15055  0.53746  -0.29704  0.64
O  -0.85502  -0.28463  0.57052  -0.26
O  -1.95497  -0.06627  -1.77994  -0.16
N  -1.93309  2.06235  -0.07962  -0.16
N  -3.28094  -1.87003  0.04591  -0.04
C  -3.58721  -0.48023  0.24362  -0.34
C  3.93136  -0.22460  -0.71358  -0.10
C  3.05946  -1.26758  -0.45505  -0.09
C  2.35512  1.32116  0.22585  -0.04
C  3.57895  1.06965  -0.37034  -0.09
C  1.47621  0.28060  0.48825  -0.21
C  1.83876  -1.01609  0.14497  -0.04
C  0.14298  0.53464  1.14127  -0.24
H  -4.44349  -0.20045  -0.37902  0.09
H  -1.07968  0.13650  -2.12465  0.08
H  -3.80970  -0.17756  1.28417  0.09
H  3.32957  -2.28023  -0.71503  0.10
H  -0.14709  1.58558  1.03805  0.08
H  2.07493  2.33091  0.48767  0.11
H  -3.99048  -2.47084  0.44399  0.07
H  0.20095  0.28984  2.21037  0.13
H  4.25766  1.88465  -0.57183  0.10
H  4.88470  -0.41899  -1.18329  0.10
H  -2.66710  2.63707  -0.45416  -0.02
H  -2.38068  -2.09056  0.45372  0.06
H  1.14936  -1.82234  0.34516  0.11

two:
C8H13N2O2P | ωB97M-V/def2-TZVPD

Results
- E_HOMO (hartree) = -0.32367
- charge = 0

Each line ends with the Löwdin charge.
Cartesian coordinates (Å):
P  0.86228  -1.41039  -1.20568  0.47
O  0.59943  -0.24510  -0.25412  -0.26
O  0.96774  -0.76009  -2.61944  -0.13
N  3.11595  -0.35829  -1.04254  -0.11
N  -0.27605  -2.50573  -0.78973  -0.13
C  -2.49482  2.17158  2.48786  -0.12
C  -2.20093  0.77578  0.18639  -0.02
C  -1.23257  0.61138  1.23674  -0.15
C  -0.17097  -0.47431  1.00791  -0.09
C  -1.40711  1.34398  2.39243  -0.06
C  2.65050  -1.73721  -0.90785  -0.31
C  -3.19720  1.69045  0.33147  -0.09
C  -3.32387  2.45340  1.46838  -0.10
H  -0.43735  -1.43731  0.73314  0.03
H  0.57198  -0.43697  1.73825  0.10
H  2.73857  -2.08635  0.13083  0.08
H  -3.72167  1.95651  -0.55862  0.10
H  2.96880  -2.45293  -1.79942  0.14
H  -0.42016  -3.13278  -1.46668  -0.09
H  -4.14765  3.11448  1.55311  0.10
H  1.58986  -0.03629  -2.57513  0.06
H  4.17809  -0.25147  -0.99927  0.10
H  -2.61756  2.75487  3.45113  0.13
H  -2.24037  0.14916  -0.65353  0.10
H  -0.71742  1.21846  3.27811  0.13
H  2.68068  0.19978  -0.21892  0.11

Each structure's energy above the most stable one, in kJ/mol: one 0.0; two 154.3.

one:
H4NO2PS | ωB97M-V/def2-TZVPD

Results
- E_HOMO (spin up / spin down) (hartree) = -0.32726 / -0.32582
- charge = 0

Each line ends with the Löwdin charge.
Cartesian coordinates (Å):
S  -2.17896  -0.75414  0.16471  0.44
P  -0.25787  -0.11921  -0.25183  0.35
O  -0.03730  0.50058  1.15631  -0.34
O  -0.56659  1.24719  -1.10545  -0.32
N  2.33944  -0.58025  0.46683  0.07
H  2.43170  -1.33369  1.15882  -0.06
H  0.11526  1.26493  -1.79606  0.04
H  0.89945  0.44643  1.30774  -0.03
H  -2.74514  -0.67183  -1.10106  -0.15

two:
H4NO2PS | ωB97M-V/def2-TZVPD

Results
- E_HOMO (hartree) = -0.37290
- charge = 0

Each line ends with the Löwdin charge.
Cartesian coordinates (Å):
S  -1.21204  0.19768  -0.08887  0.25
P  0.65266  1.34580  0.02398  0.74
O  -2.29841  1.01431  0.32840  -0.37
O  -1.38159  -0.40810  -1.38653  -0.38
N  -1.06557  -0.85815  1.10899  -0.19
H  -1.97561  -1.07831  1.61278  0.11
H  -0.46356  -1.78104  0.97274  0.14
H  -0.04107  2.41024  0.17692  -0.20
H  0.89455  1.29775  -1.40467  -0.09

Each structure's energy above the most stable one, in kJ/mol: one 139.6; two 0.0.

one:
C4H14N2 | ωB97M-V/def2-TZVPD

Results
- E_HOMO (hartree) = -0.32546
- charge = 0

Each line ends with the Löwdin charge.
Cartesian coordinates (Å):
N  -2.53782  0.37100  2.66493  -0.02
N  2.10394  -1.24153  -2.72585  -0.02
C  2.06920  -0.82234  -4.10295  -0.36
C  1.13172  0.35276  -4.33848  -0.12
C  -2.18028  0.17489  4.05233  -0.37
C  -0.94510  0.97742  4.43558  -0.12
H  -0.05094  0.54645  3.99393  0.07
H  -1.98171  -0.86777  4.32320  0.10
H  -0.83840  1.00482  5.52689  0.07
H  2.97442  -1.25841  -2.22932  0.06
H  1.51131  1.24070  -3.83036  0.06
H  -1.02272  2.02039  4.13167  0.07
H  1.06926  0.62547  -5.39055  0.06
H  -2.99484  0.52762  4.68688  0.09
H  -2.97460  -0.44307  2.26426  0.06
H  1.48978  -1.97278  -2.41762  0.06
H  -1.83664  0.77069  2.06422  0.06
H  3.07227  -0.52842  -4.40941  0.10
H  1.79925  -1.64635  -4.76843  0.10
H  0.14191  0.16844  -3.93092  0.06

two:
C4H14N2 | ωB97M-V/def2-TZVPD

Results
- E_HOMO (hartree) = -0.22617
- charge = 0

Each line ends with the Löwdin charge.
Cartesian coordinates (Å):
N  -0.43686  -1.23711  0.21544  -0.07
N  -0.28438  -2.53983  -0.37679  0.03
C  2.18322  1.09360  0.64229  -0.19
C  1.29790  0.98561  -0.59914  -0.27
C  -1.86360  -0.32630  -0.07223  -0.22
C  -1.55890  1.05087  0.26280  -0.22
H  -1.18267  -3.01298  -0.29644  0.08
H  1.31679  1.91872  -1.16850  0.06
H  -2.59538  -0.89688  0.50926  0.08
H  1.70248  0.23324  -1.29301  0.05
H  -1.93831  1.78578  -0.44160  0.03
H  0.03825  1.04008  -0.18974  0.06
H  -0.11269  -2.39248  -1.36806  0.09
H  -2.03862  -0.49850  -1.13360  0.09
H  3.21609  1.37402  0.41791  0.05
H  -1.76530  1.32959  1.29543  0.02
H  1.78130  1.84110  1.33172  0.06
H  -0.30143  -1.32709  1.22111  0.15
H  0.31891  -0.56570  -0.14521  0.07
H  2.22320  0.14427  1.18836  0.05

three:
C4H14N2 | ωB97M-V/def2-TZVPD

Results
- E_HOMO (hartree) = -0.35262
- charge = 0

Each line ends with the Löwdin charge.
Cartesian coordinates (Å):
N  -4.00294  -3.25281  0.81010  -0.02
N  -2.95216  -5.40903  1.33258  -0.02
C  2.55684  2.47815  -1.72216  -0.14
C  3.08126  3.73446  -1.03924  -0.32
C  -2.75270  -3.98653  1.01082  -0.39
C  2.40484  4.01451  0.31172  -0.13
H  1.72427  2.70342  -2.39584  0.07
H  2.95677  4.60108  -1.68724  0.10
H  1.40219  4.43318  0.14697  0.07
H  -3.81123  -5.70081  0.86387  0.06
H  -2.05238  -3.95295  0.16602  0.09
H  2.39252  1.58756  -1.12351  0.07
H  -3.13961  -5.50170  2.32350  0.05
H  4.14059  3.58277  -0.83030  0.09
H  3.33077  2.16836  -2.44434  0.07
H  -2.24342  -3.51798  1.85998  0.10
H  -4.43738  -3.54639  -0.05837  0.06
H  2.90262  4.75421  0.93097  0.06
H  -3.77626  -2.27378  0.66941  0.06
H  2.27540  3.08428  0.87509  0.07

Each structure's energy above the most stable one, in kJ/mol: one 6.4; two 434.3; three 0.0.